Entry 1:
Density functional theory data (ωB97M-V/def2-TZVPD) for a 16-piece molecular cluster, C28H88O16 overall at a distorted geometry.

HOMO level (eV): -9.288
Charge: 0
LUMO (eV): 0.47

XYZ file:
```
132
Properties=species:S:1:pos:R:3:mulliken_charge:R:1
C 0.84 -3.88 -2.27 -0.249
C 0.95 -4.80 -3.50 0.296
C 0.27 -4.48 -4.85 -1.347
O 2.35 -4.93 -3.72 -0.583
H -0.20 -3.82 -1.95 0.113
H 1.21 -2.90 -2.59 0.045
H 1.46 -4.23 -1.45 0.127
H 0.66 -5.82 -3.27 0.187
H -0.79 -4.25 -4.76 0.249
H 0.31 -5.36 -5.48 0.448
H 0.72 -3.69 -5.45 0.340
H 2.60 -5.39 -4.52 0.300
C -5.75 -1.07 -2.85 -1.504
C -5.35 -0.19 -1.70 1.020
C -5.87 -0.75 -0.40 -1.093
O -3.97 -0.03 -1.68 -0.310
H -6.81 -1.33 -2.77 0.425
H -5.11 -1.95 -2.79 0.255
H -5.53 -0.64 -3.83 0.352
H -5.77 0.80 -1.87 0.116
H -5.84 -0.03 0.42 0.161
H -5.39 -1.66 -0.05 0.145
H -6.95 -0.87 -0.45 0.432
H -3.80 0.64 -1.03 -0.166
C -2.02 -3.25 0.58 -0.596
C -1.08 -4.39 0.99 1.119
C -1.34 -4.95 2.44 -1.233
O -1.35 -5.40 0.06 -0.604
H -1.83 -2.41 1.24 -0.094
H -3.06 -3.54 0.69 0.484
H -1.81 -2.81 -0.40 -0.103
H -0.02 -4.12 0.96 -0.229
H -0.97 -5.98 2.42 0.427
H -2.41 -5.05 2.63 0.353
H -0.87 -4.31 3.18 0.103
H -0.70 -6.09 0.20 0.407
C 3.44 0.88 -3.44 -0.586
C 4.63 1.83 -3.44 0.398
C 4.17 3.18 -3.89 -1.304
O 5.22 1.89 -2.18 -0.514
H 2.76 1.13 -2.63 -0.345
H 3.80 -0.15 -3.39 0.301
H 2.93 0.94 -4.40 0.544
H 5.40 1.50 -4.14 0.299
H 5.06 3.81 -3.96 0.402
H 3.34 3.56 -3.30 0.122
H 3.82 3.19 -4.92 0.398
H 5.71 1.09 -1.98 0.310
C -2.67 4.04 4.38 -1.040
C -2.36 5.34 3.64 0.419
C -1.91 5.11 2.24 -0.689
O -3.43 6.24 3.62 -0.589
H -3.60 3.57 4.04 0.274
H -2.95 4.31 5.40 0.428
H -1.87 3.31 4.37 0.068
H -1.57 5.79 4.25 0.314
H -0.86 4.81 2.29 0.230
H -1.98 6.06 1.72 0.425
H -2.43 4.35 1.66 -0.094
H -3.71 6.44 4.52 0.329
C -0.69 1.68 0.97 -2.466
C -0.25 0.28 0.84 2.890
C 0.30 0.00 -0.56 -0.830
O 0.75 -0.01 1.81 1.134
H -1.51 1.85 0.28 0.323
H 0.12 2.39 0.78 0.410
H -1.07 2.00 1.94 0.322
H -1.12 -0.36 0.99 -0.855
H 0.54 -1.05 -0.71 0.150
H 1.24 0.53 -0.70 -0.220
H -0.33 0.36 -1.38 0.177
H 1.04 -0.90 1.59 -0.764
C 2.42 -3.35 2.44 -1.210
O 2.06 -2.40 1.54 0.411
H 2.45 -4.34 1.99 0.175
H 3.39 -3.09 2.84 0.416
H 1.70 -3.28 3.25 0.216
H 2.84 -2.21 1.02 0.084
C -4.68 2.00 1.36 -0.599
O -4.13 2.20 0.11 -0.437
H -4.40 2.79 2.06 0.096
H -5.76 2.09 1.34 0.398
H -4.30 1.08 1.81 0.272
H -4.46 3.05 -0.19 0.222
C 0.95 2.59 4.25 -0.478
O 1.78 2.13 3.20 -0.375
H 0.26 3.33 3.85 -0.162
H 0.43 1.76 4.73 0.156
H 1.61 3.07 4.97 0.422
H 1.36 1.43 2.70 0.187
C 4.05 -1.30 -0.82 -0.154
O 4.36 -1.83 0.44 -0.601
H 3.15 -1.80 -1.18 -0.071
H 3.94 -0.23 -0.67 -0.004
H 4.91 -1.45 -1.46 0.439
H 5.12 -1.37 0.79 0.276
C -0.09 1.36 -4.37 -0.154
O 0.03 2.44 -5.24 -0.570
H -1.07 1.32 -3.91 0.264
H 0.12 0.40 -4.84 0.386
H 0.67 1.39 -3.58 -0.200
H 0.79 2.26 -5.80 0.304
C 4.16 1.99 1.17 -0.086
O 3.96 3.10 2.00 -0.695
H 5.15 2.12 0.73 0.323
H 4.07 1.03 1.70 -0.019
H 3.41 2.06 0.38 -0.073
H 3.11 2.91 2.41 0.533
C 0.61 3.79 -1.62 -0.331
O 0.52 4.83 -0.67 -0.527
H -0.36 3.52 -2.03 0.278
H 1.33 3.97 -2.42 0.440
H 1.06 2.91 -1.15 -0.153
H 1.43 4.98 -0.40 0.304
C 3.60 -0.78 4.25 -0.303
O 4.95 -1.07 4.26 -0.546
H 3.17 -0.73 3.25 -0.236
H 3.19 -1.66 4.75 0.378
H 3.39 0.17 4.74 0.384
H 5.36 -0.97 5.12 0.296
C -2.28 -1.52 -4.46 -0.998
O -1.82 -1.23 -3.14 0.083
H -2.71 -0.59 -4.84 0.384
H -1.49 -1.82 -5.14 0.229
H -2.97 -2.35 -4.49 0.366
H -2.57 -0.89 -2.64 0.166
C -0.83 -1.38 4.32 0.146
O -0.62 -2.02 5.57 -0.595
H -0.70 -0.30 4.43 0.056
H -0.18 -1.72 3.52 -0.357
H -1.83 -1.58 3.94 0.310
H -0.34 -2.91 5.35 0.367
```

Entry 2:
Density functional theory data (ωB97M-V/def2-TZVPD) for a 11-piece molecular cluster, C28H89NO37P9 overall at a distorted geometry.

HOMO level (eV): -11.338
Charge: +1
LUMO (eV): -1.63

XYZ file:
```
164
Properties=species:S:1:pos:R:3:mulliken_charge:R:1
N -2.76 2.51 -7.77 4.202
H -2.95 2.36 -8.75 -0.624
H -3.44 3.14 -7.35 -0.298
H -1.84 2.92 -7.69 -0.301
H -2.79 1.61 -7.32 -0.158
C -4.17 -2.27 -12.28 -1.076
O -3.51 -1.47 -11.32 -0.248
P -4.41 -0.93 -10.02 -0.892
O -3.88 0.31 -9.36 1.434
O -5.96 -0.97 -10.51 -0.358
C -7.01 -0.15 -9.89 -0.233
O -4.37 -2.25 -9.00 -0.028
C -4.99 -2.17 -7.70 -0.434
H -3.85 -3.31 -12.33 0.213
H -3.93 -1.88 -13.27 0.298
H -5.26 -2.25 -12.24 0.412
H -6.70 0.22 -8.91 -0.170
H -7.97 -0.65 -9.75 0.375
H -7.20 0.70 -10.54 0.215
H -5.16 -1.14 -7.38 -0.022
H -4.37 -2.61 -6.93 0.186
H -5.95 -2.67 -7.76 0.376
C -1.41 -3.23 -4.84 -0.443
O -2.18 -4.41 -5.09 -0.170
P -1.75 -5.51 -6.15 0.918
O -1.28 -4.96 -7.44 -0.597
O -0.71 -6.41 -5.26 -0.356
C 0.38 -7.10 -5.82 -0.686
O -3.07 -6.42 -6.28 -0.394
C -4.22 -5.95 -7.00 -0.211
H -1.98 -2.30 -4.87 -0.040
H -0.54 -3.08 -5.48 0.389
H -0.99 -3.24 -3.83 0.375
H 1.29 -6.57 -5.54 0.268
H 0.38 -7.10 -6.91 0.307
H 0.47 -8.12 -5.44 0.271
H -4.40 -6.61 -7.84 0.309
H -3.98 -4.96 -7.38 -0.153
H -5.07 -5.91 -6.31 0.280
C -6.65 2.95 -8.62 -0.273
O -6.98 4.16 -8.03 -0.332
P -5.82 5.19 -7.78 0.049
O -4.59 4.53 -7.24 -0.167
O -5.67 5.94 -9.24 -0.168
C -6.76 6.19 -10.06 -0.795
O -6.46 6.34 -6.82 -0.041
C -5.78 7.58 -6.91 -0.924
H -7.38 2.69 -9.40 0.362
H -6.57 2.25 -7.79 -0.228
H -5.72 3.01 -9.17 0.138
H -6.59 7.13 -10.57 0.275
H -7.59 6.31 -9.36 0.388
H -6.88 5.45 -10.85 0.170
H -6.66 8.22 -6.95 0.287
H -5.13 7.68 -7.78 0.375
H -5.20 7.73 -6.00 0.267
C -4.37 4.68 -11.94 -0.673
O -3.50 3.75 -12.62 -0.394
P -2.88 2.42 -11.93 -1.179
O -2.28 2.65 -10.58 0.828
O -4.14 1.41 -11.93 0.598
C -4.99 1.39 -13.09 -1.080
O -1.90 1.79 -13.06 -0.397
C -1.12 0.61 -12.76 -0.399
H -4.16 5.75 -11.97 0.374
H -4.40 4.46 -10.87 0.028
H -5.36 4.47 -12.34 0.374
H -4.89 0.36 -13.43 0.234
H -4.64 2.03 -13.90 0.439
H -6.04 1.67 -13.00 0.251
H -1.45 0.07 -11.87 -0.113
H -0.09 0.91 -12.58 0.313
H -1.24 -0.08 -13.60 0.346
C -5.85 2.49 -3.45 -0.888
O -5.07 1.32 -3.14 -0.382
P -4.63 0.33 -4.33 -0.530
O -4.17 1.00 -5.59 0.877
O -5.95 -0.64 -4.47 -0.373
C -7.03 -0.25 -5.30 -0.312
O -3.61 -0.69 -3.62 0.209
C -3.87 -1.16 -2.27 -0.842
H -5.76 2.74 -4.51 0.085
H -5.46 3.36 -2.92 0.550
H -6.88 2.31 -3.15 0.486
H -7.88 -0.05 -4.66 0.392
H -7.29 -1.17 -5.84 0.292
H -6.89 0.53 -6.04 -0.188
H -4.92 -1.19 -1.98 0.366
H -3.44 -0.48 -1.54 0.107
H -3.55 -2.20 -2.16 0.250
C 1.60 1.67 -10.28 -0.846
O 0.65 1.75 -9.21 0.790
P 0.41 0.54 -8.13 -0.622
O -0.78 0.65 -7.30 0.474
O 1.80 0.64 -7.31 -0.351
C 2.30 1.91 -6.86 -0.405
O 0.61 -0.86 -8.95 -0.407
C -0.50 -1.63 -9.48 -0.535
H 2.24 2.52 -10.07 0.316
H 1.08 1.77 -11.23 0.051
H 2.37 0.89 -10.33 0.341
H 1.76 2.80 -7.20 -0.047
H 3.34 1.95 -7.20 0.322
H 2.34 1.91 -5.77 0.230
H -0.28 -2.65 -9.19 0.443
H -0.56 -1.51 -10.56 0.284
H -1.45 -1.54 -8.96 -0.020
C -9.53 7.64 -3.88 -0.632
O -10.40 6.69 -4.50 -0.343
P -10.47 5.17 -3.95 0.954
O -11.42 4.32 -4.69 -0.707
O -10.82 5.29 -2.38 -0.308
C -12.01 5.78 -1.93 -0.700
O -8.95 4.62 -3.93 -0.181
C -8.27 4.46 -5.14 -0.674
H -8.95 7.19 -3.08 0.346
H -10.08 8.45 -3.39 0.320
H -8.82 8.00 -4.62 0.154
H -12.15 6.81 -2.24 0.281
H -12.03 5.60 -0.86 0.226
H -12.84 5.20 -2.34 0.326
H -8.43 3.43 -5.45 0.259
H -7.22 4.69 -4.92 0.119
H -8.58 5.20 -5.87 0.578
C -2.00 0.70 0.82 -0.819
O -1.45 0.06 -0.36 -0.252
P -0.79 1.01 -1.50 0.809
O -1.34 2.39 -1.61 -0.865
O 0.82 0.93 -1.26 -0.410
C 1.48 -0.36 -1.33 -0.674
O -0.89 0.10 -2.84 0.454
C -0.64 0.67 -4.13 -0.953
H -2.50 1.65 0.60 0.348
H -1.33 0.70 1.68 0.288
H -2.85 0.07 1.06 0.274
H 2.30 -0.38 -0.60 0.304
H 1.97 -0.51 -2.29 0.222
H 0.85 -1.21 -1.07 0.269
H 0.05 0.03 -4.68 0.336
H -0.19 1.66 -4.15 0.470
H -1.65 0.73 -4.54 -0.027
C 1.46 5.20 -5.55 -0.413
O 1.56 5.37 -6.94 -0.413
P 0.23 5.22 -7.88 -0.357
O -0.57 4.03 -7.52 -0.015
O -0.47 6.66 -7.71 -0.264
C -1.80 6.93 -8.21 -0.432
O 0.80 5.27 -9.41 -0.425
C -0.13 5.21 -10.49 -0.293
H 0.43 5.07 -5.22 0.126
H 1.98 6.00 -5.02 0.334
H 1.94 4.31 -5.15 0.141
H -2.42 6.07 -8.46 -0.008
H -1.74 7.62 -9.05 0.368
H -2.35 7.38 -7.38 0.320
H -0.19 6.23 -10.89 0.368
H -1.12 4.99 -10.11 -0.222
H 0.17 4.50 -11.26 0.308
C -2.70 4.39 -3.90 -0.231
O -1.35 4.18 -3.63 -0.439
H -3.09 5.22 -3.32 0.513
H -2.94 4.71 -4.92 -0.019
H -3.35 3.51 -3.85 -0.125
H -1.32 3.60 -2.86 0.402
```